Density functional theory data (ωB97M-V with the def2-TZVPD basis set) for 2 unconnected molecules or ions with the total composition C19H20F3 in a non-equilibrium geometry.

Properties
Highest occupied orbital energy = -12.27 eV
E_LUMO = -6.47 eV
Frontier orbital gap = 5.80 eV
ΔE to the lowest compared entry with this formula, charge and spin = 0.2848 eV
Charge = +1
Largest force on an atom = 1.93 eV Å⁻¹
Spin multiplicity = 1
Electronic energy = -28171.0256 eV

Structure (XYZ):
```
42
Properties=species:S:1:pos:R:3:nbo_charge:R:1
C 3.184 3.168 -1.646 -0.594
C 1.829 3.250 -0.936 -0.272
C 2.037 3.227 0.583 -0.597
C 0.887 2.157 -1.440 0.126
C -0.042 2.496 -2.571 -0.671
C 0.938 0.895 -0.962 -0.530
H 3.072 3.166 -2.734 0.217
H 3.829 4.011 -1.382 0.223
H 3.711 2.252 -1.359 0.205
H 1.357 4.204 -1.206 0.210
H 1.087 3.276 1.128 0.202
H 2.572 2.327 0.902 0.199
H 2.641 4.093 0.885 0.228
H -0.078 3.580 -2.733 0.226
H 0.263 2.032 -3.522 0.239
H -1.059 2.127 -2.363 0.226
H 0.335 0.106 -1.423 0.192
H 1.694 0.626 -0.221 0.195
F -1.655 -6.054 0.308 -0.299
C -0.864 -4.989 -0.073 0.395
C 0.295 -5.269 -0.801 -0.205
C 1.085 -4.173 -1.159 0.388
F 2.158 -4.376 -1.998 -0.297
C 0.815 -2.890 -0.737 -0.161
C -0.326 -2.631 0.093 -0.149
C -0.392 -1.334 0.654 0.179
C -1.427 -0.722 1.414 -0.165
C -1.457 0.705 1.443 -0.115
C -2.404 1.398 2.172 -0.192
C -3.400 0.707 2.878 -0.159
C -3.371 -0.687 2.853 0.392
F -4.373 -1.368 3.507 -0.305
C -2.395 -1.422 2.194 -0.192
C -1.254 -3.706 0.288 -0.176
H 0.551 -6.274 -1.113 0.280
H 1.456 -2.055 -1.016 0.255
H 0.544 -0.781 0.603 0.249
H -0.707 1.233 0.851 0.256
H -2.378 2.487 2.189 0.247
H -4.173 1.237 3.426 0.261
H -2.352 -2.502 2.296 0.242
H -2.234 -3.532 0.725 0.250
```